Molecular formula: C6H12O
Method: DFT, ωB97M-V with the def2-TZVPD basis set

CARTESIAN COORDINATES (ANGSTROEM)
C -1.91 -0.96 -0.71
C -0.77 -0.04 -0.27
C -1.22 1.11 0.63
C 0.29 -0.79 0.52
O 1.25 -1.61 -0.10
C 1.70 -0.39 0.51
C 2.25 0.65 -0.43
H -2.66 -0.39 -1.27
H -1.55 -1.76 -1.36
H -2.41 -1.42 0.16
H -0.30 0.36 -1.18
H -1.28 0.80 1.68
H -2.21 1.49 0.35
H -0.51 1.94 0.59
H -0.11 -1.21 1.45
H 2.26 -0.54 1.44
H 1.93 0.43 -1.45
H 3.35 0.64 -0.41
H 1.92 1.66 -0.16

Its spin multiplicity is 1. The largest force on an atom is 0.0073 Eh/bohr. As for the energy above the lowest of the compared OMol25 structures with the same formula, charge and spin: 1.187 eV. The value obtained for the LUMO energy is 1.10 eV. The total energy comes out at -8463.1672 eV.


Molecular formula: C34H85Br3N9O18P3
Method: DFT, ωB97M-V with the def2-TZVPD basis set

CARTESIAN COORDINATES (ANGSTROEM)
C 5.09 -1.36 -1.48
Br 4.58 -3.15 -0.83
Br 3.62 -0.10 -1.44
Br 5.80 -1.62 -3.27
H 5.85 -0.96 -0.82
O -0.79 -2.77 -6.42
P 0.58 -3.27 -6.16
N 1.78 -2.48 -7.05
C 1.49 -2.14 -8.42
C 3.18 -2.64 -6.75
N 0.78 -4.92 -6.48
C -0.01 -5.49 -7.56
C 1.91 -5.74 -6.09
N 1.03 -3.06 -4.56
C 1.22 -1.68 -4.15
C 0.55 -3.95 -3.52
H 1.93 -2.85 -9.13
H 1.99 -1.22 -8.73
H 0.42 -2.05 -8.59
H 3.74 -1.77 -7.11
H 3.58 -3.57 -7.19
H 3.34 -2.70 -5.67
H 0.48 -5.37 -8.54
H -0.21 -6.54 -7.35
H -0.97 -4.98 -7.67
H 1.51 -6.67 -5.66
H 2.44 -6.08 -6.99
H 2.52 -5.24 -5.35
H 1.83 -1.61 -3.25
H 1.72 -1.08 -4.91
H 0.22 -1.26 -3.97
H 1.39 -4.19 -2.85
H 0.32 -4.91 -3.99
H -0.32 -3.56 -2.99
O 0.04 7.88 -0.45
P -0.75 7.22 0.63
N 0.14 6.77 1.96
C -0.40 6.13 3.14
C 1.58 7.05 1.99
N -1.50 5.79 0.17
C -0.75 4.56 -0.01
C -2.65 5.92 -0.73
N -1.98 8.24 1.19
C -3.06 7.79 2.06
C -1.73 9.68 1.13
H 0.20 5.30 3.50
H -1.42 5.77 3.02
H -0.51 6.91 3.91
H 1.91 7.70 2.80
H 1.83 7.48 1.02
H 2.10 6.09 1.90
H -0.33 4.50 -1.02
H 0.04 4.47 0.73
H -1.42 3.70 0.09
H -3.21 4.98 -0.73
H -3.29 6.75 -0.48
H -2.28 6.02 -1.76
H -3.41 6.78 1.80
H -2.72 7.74 3.10
H -3.93 8.42 1.91
H -2.31 10.16 1.91
H -1.86 10.05 0.12
H -0.69 9.90 1.39
O -1.39 -1.19 3.22
P -0.60 -1.03 1.97
N 0.42 0.30 2.09
C 0.47 1.15 3.26
C 1.30 0.70 0.98
N -1.50 -0.72 0.56
C -2.15 0.56 0.38
C -1.89 -1.77 -0.37
N 0.27 -2.39 1.54
C 1.12 -2.48 0.36
C 0.39 -3.58 2.37
H 1.47 1.20 3.72
H -0.35 0.96 3.94
H 0.28 2.18 2.92
H 0.85 0.40 0.03
H 2.28 0.22 1.06
H 1.48 1.77 1.09
H -2.38 0.71 -0.67
H -3.06 0.62 1.00
H -1.55 1.39 0.77
H -1.72 -1.35 -1.36
H -1.42 -2.73 -0.17
H -2.94 -2.05 -0.28
H 0.76 -1.80 -0.41
H 2.14 -2.19 0.62
H 1.17 -3.51 0.00
H -0.46 -3.60 3.06
H 1.33 -3.57 2.93
H 0.23 -4.49 1.79
C 5.33 0.34 4.65
O 4.85 -0.81 3.94
C 4.67 -0.75 2.64
O 4.78 0.23 1.96
O 4.28 -1.93 2.14
C 4.48 -3.12 2.88
H 5.47 -0.03 5.66
H 4.58 1.13 4.60
H 6.29 0.68 4.28
H 4.04 -3.98 2.38
H 4.04 -2.97 3.87
H 5.53 -3.34 3.08
C -2.45 -1.04 -4.22
O -3.58 -1.70 -3.64
C -4.27 -1.03 -2.72
O -4.04 0.07 -2.30
O -5.26 -1.83 -2.35
C -6.16 -1.42 -1.35
H -1.77 -1.79 -4.62
H -1.86 -0.47 -3.52
H -2.83 -0.48 -5.07
H -6.64 -0.49 -1.67
H -5.71 -1.29 -0.37
H -6.99 -2.12 -1.31
C 2.30 6.26 -1.89
O 2.23 5.23 -0.92
C 3.36 4.73 -0.42
O 4.46 5.16 -0.63
O 3.03 3.71 0.35
C 4.09 3.06 1.05
H 2.68 7.18 -1.46
H 1.34 6.48 -2.34
H 3.00 5.94 -2.66
H 4.66 3.82 1.57
H 4.76 2.56 0.36
H 3.69 2.34 1.75
C -1.16 -2.34 6.26
O -0.75 -2.23 7.62
C -0.90 -3.17 8.53
O -1.60 -4.15 8.38
O -0.23 -2.82 9.62
C -0.36 -3.68 10.73
H -1.50 -3.35 6.03
H -0.31 -2.04 5.65
H -1.96 -1.61 6.17
H -0.25 -3.08 11.64
H 0.36 -4.50 10.79
H -1.36 -4.12 10.77
C -6.28 -5.24 -1.14
O -5.20 -4.46 -0.64
C -5.21 -4.19 0.66
O -6.13 -4.34 1.43
O -3.97 -3.93 1.05
C -3.70 -3.80 2.45
H -6.69 -4.81 -2.05
H -7.14 -5.27 -0.46
H -5.99 -6.28 -1.25
H -2.63 -4.00 2.48
H -4.23 -4.56 3.02
H -3.92 -2.80 2.82

Its spin multiplicity is 1. The largest force on an atom is 0.0389 Eh/bohr. As for the energy above the lowest of the compared OMol25 structures with the same formula, charge and spin: 1.082 eV. The value obtained for the LUMO energy is -0.32 eV. The total energy comes out at -324900.1128 eV.


Molecular formula: C4H11NOS
Method: DFT, ωB97M-V with the def2-TZVPD basis set

CARTESIAN COORDINATES (ANGSTROEM)
C 0.00 -1.42 0.16
C -1.38 0.53 -1.06
C 0.54 -1.67 1.36
C -2.55 0.02 -0.29
N 0.75 0.97 1.14
O 3.71 0.87 -1.20
S 0.13 0.31 -0.47
H -0.80 -2.06 -0.40
H -1.50 1.46 -1.71
H 1.06 -0.91 1.85
H 0.29 -2.59 1.84
H 2.85 1.31 -1.34
H -3.16 0.81 -0.12
H -3.08 -0.63 -0.93
H -2.18 -0.48 0.62
H 1.28 1.74 0.89
H 0.00 1.15 1.74
H 4.06 0.61 -2.09

Its spin multiplicity is 3. The largest force on an atom is 0.0961 Eh/bohr. Its expectation value of S² is 2.0206. As for the energy above the lowest of the compared OMol25 structures with the same formula, charge and spin: 1.643 eV. The value obtained for the LUMO energy (spin up / spin down) is 0.67 / -1.35 eV. The total energy comes out at -18692.0113 eV.


Molecular formula: C3H5Cl3
Method: DFT, ωB97M-V with the def2-TZVPD basis set

CARTESIAN COORDINATES (ANGSTROEM)
C -0.58 -0.23 1.30
C -1.02 0.13 -1.07
C -0.44 0.48 0.20
Cl -2.76 0.46 -0.76
Cl 0.48 1.95 0.12
Cl 3.37 0.30 -0.82
H -0.10 -0.02 2.30
H -1.21 -1.14 1.32
H 2.46 1.15 -1.30
H -0.83 0.67 -1.88
H -1.02 -0.88 -1.24

Its spin multiplicity is 1. The largest force on an atom is 0.0825 Eh/bohr. As for the energy above the lowest of the compared OMol25 structures with the same formula, charge and spin: 1.386 eV. The value obtained for the LUMO energy is 0.64 eV. The total energy comes out at -40758.2532 eV.


Molecular formula: C4H12
Method: DFT, ωB97M-V with the def2-TZVPD basis set

CARTESIAN COORDINATES (ANGSTROEM)
C -0.21 1.61 -0.52
C 0.83 1.77 -1.64
H 0.00 2.21 0.36
H -1.13 1.95 -1.01
H -0.40 0.55 -0.25
H 0.64 0.96 -2.36
H 1.78 1.81 -1.14
H 0.57 2.60 -2.29
C -0.66 -1.94 1.69
C 0.11 -1.47 0.45
H -0.16 -2.72 2.27
H -0.72 -1.17 2.46
H -1.71 -2.10 1.44
H 1.13 -1.88 0.52
H 0.30 -0.38 0.48
H -0.37 -1.79 -0.47

Its spin multiplicity is 1. The largest force on an atom is 0.0385 Eh/bohr. As for the energy above the lowest of the compared OMol25 structures with the same formula, charge and spin: 1.045 eV. The value obtained for the LUMO energy is 1.14 eV. The total energy comes out at -4341.4832 eV.


Molecular formula: C8H24O4S4Sn
Method: DFT, ωB97M-V with the def2-TZVPD basis set

CARTESIAN COORDINATES (ANGSTROEM)
Sn -0.14 -1.81 -1.13
C -1.10 1.78 -3.79
S 0.45 0.98 -4.23
O 0.74 0.09 -3.03
C -0.04 -0.03 -5.63
H -0.84 2.44 -2.97
H -1.75 1.00 -3.37
H -1.67 2.24 -4.59
H 0.82 -0.55 -6.04
H -0.42 0.65 -6.39
H -0.78 -0.77 -5.31
C 1.13 -4.55 2.41
S 1.14 -2.76 2.62
O 1.07 -2.23 1.19
C -0.45 -2.54 3.40
H 1.94 -4.92 1.79
H 0.18 -4.75 1.93
H 1.22 -5.06 3.37
H -0.83 -1.54 3.32
H -0.34 -2.84 4.45
H -1.19 -3.25 3.02
C -2.45 1.41 -0.45
S -2.67 0.43 1.03
O -1.74 -0.77 0.95
C -1.98 1.51 2.28
H -1.46 1.54 -0.88
H -2.93 2.39 -0.34
H -3.10 0.92 -1.18
H -0.99 1.90 2.06
H -1.87 0.94 3.20
H -2.72 2.30 2.42
C 1.53 2.70 1.03
S 1.49 0.90 1.13
O 0.98 0.43 -0.22
C 3.26 0.69 1.18
H 1.93 2.98 2.00
H 0.56 3.19 0.95
H 2.14 3.04 0.20
H 3.73 1.09 0.28
H 3.60 -0.34 1.24
H 3.59 1.18 2.10

Its spin multiplicity is 1. The largest force on an atom is 0.0713 Eh/bohr. As for the energy above the lowest of the compared OMol25 structures with the same formula, charge and spin: 0.067 eV. The value obtained for the LUMO energy is -7.80 eV. The total energy comes out at -66029.9847 eV. Its charge is +2.


Molecular formula: C9H14
Method: DFT, ωB97M-V with the def2-TZVPD basis set

CARTESIAN COORDINATES (ANGSTROEM)
C 2.37 -1.76 -1.40
C 2.17 -0.34 -1.02
H 2.86 -2.46 -0.60
H 1.36 -2.40 -1.57
H 2.95 -1.82 -2.24
H 3.03 0.26 -1.18
H 2.08 -0.38 0.09
H 1.32 0.17 -1.43
C -0.57 -0.78 2.27
C -1.31 -0.34 -0.14
C -1.02 0.12 1.12
C -1.76 0.46 -1.17
C -1.83 1.89 -0.87
C -1.04 1.53 1.33
C -1.48 2.41 0.32
H -1.38 -1.46 -0.29
H -1.92 0.15 -2.23
H -1.01 -1.76 2.19
H -0.86 -0.26 3.18
H -2.24 2.56 -1.63
H -0.80 1.88 2.36
H -1.45 3.52 0.52
H 0.53 -1.18 2.40

Its spin multiplicity is 1. The largest force on an atom is 0.0932 Eh/bohr. As for the energy above the lowest of the compared OMol25 structures with the same formula, charge and spin: 1.419 eV. The value obtained for the LUMO energy is 1.00 eV. The total energy comes out at -9558.7624 eV.


Molecular formula: C5H13N2
Method: DFT, ωB97M-V with the def2-TZVPD basis set

CARTESIAN COORDINATES (ANGSTROEM)
C 3.03 0.71 0.44
C 1.87 0.55 1.35
C 0.94 1.47 1.60
H 3.00 0.05 -0.44
H 3.14 1.72 0.06
H 3.98 0.47 0.91
H 1.74 -0.42 1.84
H 0.17 1.30 2.33
H 1.04 2.46 1.15
C -2.19 -1.41 -0.79
C -1.69 -0.18 -0.99
N -0.24 0.01 -1.04
N -3.50 -1.75 -0.78
H -1.49 -2.23 -0.65
H -2.30 0.70 -1.08
H 0.09 0.49 -0.18
H 0.23 -0.90 -0.99
H 0.10 0.50 -1.87
H -4.16 -1.00 -0.68
H -3.74 -2.55 -0.21

Its spin multiplicity is 1. The largest force on an atom is 0.0157 Eh/bohr. As for the energy above the lowest of the compared OMol25 structures with the same formula, charge and spin: 2.340 eV. The value obtained for the LUMO energy is -3.13 eV. The total energy comes out at -8368.4703 eV. Its charge is +1.


Molecular formula: C4H8N2
Method: DFT, ωB97M-V with the def2-TZVPD basis set

CARTESIAN COORDINATES (ANGSTROEM)
C -0.37 1.32 0.32
N -0.45 0.05 -0.38
C -1.25 -0.94 0.33
C 0.82 -0.46 -0.86
C 2.02 -0.02 -0.11
N 2.97 0.37 0.43
H -1.38 1.62 0.61
H 0.04 2.09 -0.34
H 0.25 1.28 1.23
H -0.85 -1.22 1.32
H -1.34 -1.84 -0.28
H -2.26 -0.53 0.47
H 0.99 -0.17 -1.91
H 0.82 -1.55 -0.84

Its spin multiplicity is 1. The largest force on an atom is 0.0216 Eh/bohr. As for the energy above the lowest of the compared OMol25 structures with the same formula, charge and spin: 0.941 eV. The value obtained for the LUMO energy is 0.84 eV. The total energy comes out at -7256.9341 eV.


Molecular formula: C5H10O
Method: DFT, ωB97M-V with the def2-TZVPD basis set

CARTESIAN COORDINATES (ANGSTROEM)
C -2.24 0.09 0.49
C -0.71 -0.15 -0.15
O -0.80 1.14 -0.76
C 0.48 -0.21 0.84
C 1.72 -1.07 0.71
C 1.82 0.39 0.45
H -2.64 1.15 0.55
H -2.23 -0.26 1.51
H -2.97 -0.41 -0.14
H -0.37 -0.80 -1.01
H -0.57 1.74 -0.05
H 0.19 -0.02 1.87
H 2.18 -1.45 1.63
H 1.82 -1.75 -0.13
H 1.96 0.71 -0.59
H 2.34 1.02 1.17

Its spin multiplicity is 1. The largest force on an atom is 0.0611 Eh/bohr. As for the energy above the lowest of the compared OMol25 structures with the same formula, charge and spin: 2.750 eV. The value obtained for the LUMO energy is 1.16 eV. The total energy comes out at -7392.0149 eV.


Molecular formula: CO4S
Method: DFT, ωB97M-V with the def2-TZVPD basis set

CARTESIAN COORDINATES (ANGSTROEM)
C 0.48 -0.76 -0.90
O -0.75 0.43 0.24
O 1.20 0.13 -0.83
O -0.20 1.19 2.51
O -0.16 -1.68 -1.13
S -0.72 1.53 1.22

Its spin multiplicity is 1. The largest force on an atom is 0.0847 Eh/bohr. As for the energy above the lowest of the compared OMol25 structures with the same formula, charge and spin: 0.705 eV. The value obtained for the LUMO energy is -1.69 eV. The total energy comes out at -20061.7955 eV.


Molecular formula: CH4NOP
Method: DFT, ωB97M-V with the def2-TZVPD basis set

CARTESIAN COORDINATES (ANGSTROEM)
C -0.96 -0.09 -1.08
N 1.86 0.20 1.99
O -0.17 -0.60 -0.08
P 1.33 1.02 0.85
H -0.48 0.79 -1.46
H -1.85 0.27 -0.61
H -1.17 -0.85 -1.84
H 1.43 -0.73 2.23

Its spin multiplicity is 1. The largest force on an atom is 0.0757 Eh/bohr. As for the energy above the lowest of the compared OMol25 structures with the same formula, charge and spin: 3.239 eV. The value obtained for the LUMO energy (spin up / spin down) is -0.97 / -0.97 eV. The total energy comes out at -13925.2945 eV.